Entry from the OMol25 dataset: C32H46ClN7O4S2SbSe4Si2W as an isolated structure (ωB97M-V/def2-TZVPD).

## Properties
Net charge: +1
F_max, eV/Å: 0.6
Relative energy (zero: lowest compared OMol25 entry of this formula, charge and spin), kJ/mol: 0.0
Highest occupied orbital energy (spin up / spin down), eV: -9.92 / -9.92
2S+1: 1

Positions of all 100 atoms, in Å:
W1 -0.056 0.126 0.093
C1 0.563 1.869 4.386
Si1 -0.808 1.067 3.400
C2 -0.840 -0.712 3.952
C3 -2.556 1.636 3.826
N1 -0.603 1.428 1.626
C4 -0.887 2.746 1.264
C5 -1.129 3.820 2.138
C6 -1.543 5.036 1.647
C7 -1.729 5.210 0.276
C8 -1.443 4.187 -0.598
C9 -0.945 2.956 -0.122
N2 -0.535 1.864 -0.881
Si2 -0.681 2.106 -2.688
C10 -0.297 0.699 -3.856
C11 -2.492 2.504 -3.031
C12 0.541 3.458 -3.114
H1 0.413 1.610 5.438
H2 0.644 2.953 4.320
H3 1.527 1.441 4.095
H4 -1.275 -0.636 4.955
H5 0.127 -1.195 4.084
H6 -1.497 -1.356 3.370
H7 -2.615 1.920 4.879
H8 -3.229 0.784 3.692
H9 -2.930 2.476 3.244
H10 -1.016 3.701 3.205
H11 -1.731 5.854 2.329
H12 -2.078 6.158 -0.109
H13 -1.551 4.372 -1.655
H14 -0.822 -0.232 -3.642
H15 0.764 0.498 -3.997
H16 -0.676 1.061 -4.820
H17 -3.067 2.686 -2.123
H18 -2.953 1.669 -3.561
H19 -2.596 3.389 -3.663
H20 1.495 3.001 -3.385
H21 0.730 4.145 -2.290
H22 0.199 4.037 -3.974
O1 4.573 -3.198 3.145
C13 3.433 -2.620 3.547
O2 2.827 -2.996 4.504
C14 2.955 -1.482 2.705
C15 3.610 -0.308 2.384
Cl1 5.161 0.212 2.806
N3 2.789 0.459 1.636
N4 1.628 -0.192 1.460
C16 1.715 -1.354 2.080
C17 0.541 -2.242 1.825
O3 0.470 -3.394 2.156
O4 -0.392 -1.597 1.132
C18 3.060 1.677 0.922
C19 3.952 1.641 -0.137
C20 4.130 2.797 -0.883
C21 3.419 3.948 -0.571
C22 2.537 3.964 0.502
C23 2.360 2.821 1.266
H23 4.866 -2.849 2.288
H24 4.477 0.727 -0.391
H25 4.815 2.780 -1.720
H26 3.558 4.841 -1.167
H27 1.986 4.862 0.750
H28 1.691 2.812 2.112
Se1 4.037 -2.402 -0.329
Sb1 4.281 -1.856 -2.647
Se2 5.515 0.010 -3.295
Se3 3.135 -3.217 -4.213
Se4 1.368 -0.397 -1.559
C24 -0.051 -5.221 -3.373
C25 -0.691 -3.870 -2.980
N5 -0.510 -3.632 -1.554
C26 -1.306 -4.574 -0.777
C27 -1.016 -6.018 -1.248
N6 0.225 -5.962 -2.092
C28 1.328 -5.266 -1.334
C29 0.897 -3.794 -1.210
H29 0.911 -5.084 -3.865
H30 -0.697 -5.847 -3.986
H31 -1.758 -3.858 -3.208
H32 -0.208 -3.071 -3.544
H33 -2.366 -4.349 -0.894
H34 -1.047 -4.448 0.275
H35 -1.806 -6.427 -1.877
H36 -0.826 -6.704 -0.425
H37 0.523 -6.908 -2.315
H38 2.250 -5.371 -1.904
H39 1.422 -5.771 -0.373
H40 1.491 -3.194 -1.893
H41 1.077 -3.446 -0.200
S1 -2.067 -0.813 -1.093
C30 -3.386 0.135 -0.629
N7 -3.433 0.997 0.364
C31 -4.630 1.823 0.464
C32 -5.738 0.986 -0.163
S2 -4.910 -0.006 -1.447
H42 -2.588 1.191 0.902
H43 -4.467 2.760 -0.075
H44 -4.838 2.047 1.508
H45 -6.505 1.599 -0.630
H46 -6.199 0.313 0.558

Results of the Löwdin charge analysis, in e, for atoms 1 through 6: 1.14, -0.15, 0.48, -0.15, -0.16, -0.21


Entry from the OMol25 dataset: C32H46CoN2O3P2S2 as an isolated structure (ωB97M-V/def2-TZVPD).

## Properties
Net charge: -2
F_max, eV/Å: 0.2
Relative energy (zero: lowest compared OMol25 entry of this formula, charge and spin), kJ/mol: 3.5
Highest occupied orbital energy (spin up / spin down), eV: -0.87 / -0.96
2S+1: 2

Positions of all 88 atoms, in Å:
Co1 1.271 1.062 0.015
O1 1.539 0.611 1.937
N1 2.756 0.795 2.428
C1 2.849 0.897 3.770
C2 4.051 1.026 4.410
C3 5.212 1.054 3.626
C4 5.105 0.963 2.266
C5 3.856 0.840 1.607
S1 3.663 0.756 -0.065
H1 1.888 0.865 4.261
H2 4.077 1.108 5.487
H3 6.186 1.155 4.089
H4 5.977 0.989 1.628
O2 0.959 1.651 -4.039
C6 1.191 1.965 -2.862
O3 1.188 1.111 -1.918
C7 1.521 3.443 -2.593
C8 1.721 4.189 -3.762
C9 2.032 5.534 -3.764
C10 2.147 6.184 -2.536
C11 1.952 5.478 -1.372
C12 1.635 4.098 -1.342
S2 1.402 3.432 0.255
H5 1.611 3.644 -4.691
H6 2.180 6.066 -4.697
H7 2.389 7.242 -2.489
H8 2.038 5.978 -0.414
C13 0.915 -2.679 1.127
P1 2.527 -2.817 0.257
C14 2.022 -2.324 -1.432
C15 2.594 -4.655 0.086
C16 2.645 -5.327 -1.135
C17 2.759 -6.712 -1.192
C18 2.819 -7.461 -0.027
C19 2.770 -6.807 1.200
C20 2.668 -5.427 1.250
H9 1.033 -2.931 2.183
H10 0.158 -3.327 0.679
H11 0.583 -1.636 1.054
H12 1.174 -2.907 -1.801
H13 2.861 -2.420 -2.123
H14 1.738 -1.267 -1.424
H15 2.588 -4.764 -2.058
H16 2.795 -7.205 -2.156
H17 2.903 -8.540 -0.071
H18 2.816 -7.377 2.121
H19 2.647 -4.930 2.214
C21 -1.975 0.669 2.858
C22 -2.842 0.004 1.776
C23 -2.683 -1.504 2.006
C24 -4.313 0.360 2.003
P2 -2.035 0.450 0.081
N2 -0.525 0.339 0.156
C25 -2.681 2.185 -0.407
C26 -2.433 3.132 0.777
C27 -4.144 2.316 -0.842
C28 -1.774 2.699 -1.539
C29 -2.749 -0.777 -1.204
C30 -4.237 -1.126 -1.127
C31 -2.442 -0.210 -2.599
C32 -1.918 -2.064 -1.108
H20 -2.204 0.209 3.829
H21 -2.157 1.737 2.947
H22 -0.917 0.526 2.627
H23 -2.923 -1.728 3.052
H24 -1.655 -1.816 1.820
H25 -3.350 -2.102 1.384
H26 -4.626 -0.023 2.984
H27 -4.973 -0.082 1.255
H28 -4.482 1.436 2.010
H29 -3.118 2.960 1.607
H30 -2.587 4.160 0.432
H31 -1.401 3.056 1.123
H32 -4.852 1.958 -0.094
H33 -4.342 1.794 -1.778
H34 -4.359 3.378 -1.016
H35 -0.742 2.406 -1.360
H36 -1.805 3.794 -1.559
H37 -2.076 2.340 -2.521
H38 -4.880 -0.248 -1.191
H39 -4.493 -1.665 -0.214
H40 -4.492 -1.781 -1.971
H41 -3.098 0.617 -2.867
H42 -2.599 -1.002 -3.340
H43 -1.404 0.123 -2.673
H44 -2.152 -2.665 -0.231
H45 -0.860 -1.802 -1.079
H46 -2.111 -2.679 -1.996

Results of the Löwdin charge analysis, in e, for atoms 1 through 6: 0.10, -0.25, -0.18, -0.04, -0.10, -0.11


Entry from the OMol25 dataset: C32H46CuN2O5Se as an isolated structure (ωB97M-V/def2-TZVPD).

## Properties
Net charge: -2
F_max, eV/Å: 0.9
Highest occupied orbital energy (spin up / spin down), eV: -1.94 / -1.92
2S+1: 2

Positions of all 87 atoms, in Å:
Cu1 -0.773 2.407 1.780
N1 -2.417 2.377 3.292
C1 -3.327 3.227 2.544
C2 -2.565 4.542 2.281
O1 -3.105 5.637 2.510
N2 -1.357 4.295 1.849
C3 -0.288 5.231 1.925
C4 0.814 4.630 2.874
O2 1.672 5.390 3.324
O3 0.705 3.398 3.098
H1 -2.035 2.831 4.113
H2 -2.788 1.463 3.518
H3 -3.562 2.729 1.600
H4 -4.265 3.453 3.077
H5 0.165 5.382 0.936
H6 -0.624 6.195 2.324
C5 1.459 -5.197 0.892
C6 1.749 -4.276 2.086
C7 1.397 -5.010 3.388
C8 3.252 -3.981 2.101
C9 0.915 -3.009 1.962
C10 1.475 -1.747 1.867
C11 0.687 -0.621 1.746
Se1 1.580 1.086 1.570
C12 1.347 1.224 -0.352
C13 2.315 0.621 -1.128
C14 2.232 0.624 -2.510
C15 1.100 1.224 -3.056
C16 0.103 1.833 -2.317
C17 0.219 1.902 -0.889
O4 -0.625 2.544 -0.180
C18 -1.082 2.408 -3.097
C19 -2.189 3.005 -2.227
C20 -1.727 1.286 -3.931
C21 -0.580 3.511 -4.043
C22 3.291 0.006 -3.414
C23 3.860 1.077 -4.357
C24 2.669 -1.118 -4.256
C25 4.456 -0.587 -2.616
C26 -0.732 -0.660 1.724
O5 -1.459 0.389 1.643
C27 -1.299 -1.979 1.795
C28 -0.478 -3.081 1.911
C29 -2.815 -2.134 1.726
C30 -3.453 -1.380 2.899
C31 -3.311 -1.536 0.404
C32 -3.297 -3.592 1.787
H7 2.068 -6.100 0.947
H8 1.685 -4.681 -0.038
H9 0.413 -5.490 0.867
H10 2.001 -5.913 3.497
H11 0.349 -5.295 3.407
H12 1.585 -4.365 4.243
H13 3.814 -4.913 2.182
H14 3.514 -3.350 2.946
H15 3.555 -3.479 1.185
H16 2.544 -1.595 1.881
H17 3.137 0.149 -0.611
H18 0.994 1.205 -4.133
H19 -2.577 2.263 -1.536
H20 -3.005 3.355 -2.864
H21 -1.823 3.835 -1.633
H22 -2.063 0.487 -3.274
H23 -1.030 0.863 -4.650
H24 -2.587 1.674 -4.479
H25 -0.098 4.299 -3.470
H26 -1.413 3.943 -4.600
H27 0.141 3.121 -4.759
H28 3.083 1.494 -4.993
H29 4.634 0.652 -4.998
H30 4.296 1.890 -3.782
H31 1.877 -0.738 -4.896
H32 2.241 -1.879 -3.608
H33 3.426 -1.584 -4.888
H34 4.946 0.182 -2.024
H35 5.193 -1.018 -3.296
H36 4.106 -1.372 -1.950
H37 -0.934 -4.060 1.964
H38 -3.231 -0.323 2.795
H39 -3.042 -1.732 3.845
H40 -4.534 -1.524 2.908
H41 -2.967 -0.510 0.317
H42 -4.400 -1.557 0.358
H43 -2.914 -2.106 -0.435
H44 -3.013 -4.068 2.724
H45 -2.897 -4.172 0.957
H46 -4.385 -3.613 1.716

Results of the Löwdin charge analysis, in e, for atoms 1 through 6: 0.53, 0.00, -0.17, -0.58, -0.06, -0.05


Entry from the OMol25 dataset: a 9-piece molecular cluster, C32H46N10OP2 overall (ωB97M-V/def2-TZVPD).

## Properties
Net charge: 0
F_max, eV/Å: 2.9
Highest occupied orbital energy, eV: -8.22
SMILES string: N[PH]#P(N)O.c1cc[nH]c1.c1cc[nH]c1.c1cc[nH]c1.c1cc[nH]c1.c1cc[nH]c1.c1cc[nH]c1.c1cc[nH]c1.c1cc[nH]c1
2S+1: 1

Positions of all 91 atoms, in Å:
N1 2.197 -5.877 -3.939
P1 1.997 -5.546 -5.716
P2 3.956 -4.857 -6.513
N2 5.016 -4.873 -5.070
O1 3.642 -3.245 -7.096
H1 3.073 -6.449 -3.801
H2 2.366 -4.935 -3.520
H3 1.006 -4.503 -5.828
H4 5.941 -4.422 -5.246
H5 4.492 -4.418 -4.289
H6 3.424 -2.704 -6.275
C1 -1.227 -4.880 -1.156
C2 -0.916 -5.039 -2.527
C3 -1.658 -4.115 -3.227
N3 -2.411 -3.407 -2.326
C4 -2.150 -3.863 -1.060
H7 -0.821 -5.446 -0.327
H8 -0.223 -5.751 -2.958
H9 -1.717 -3.902 -4.286
H10 -3.056 -2.664 -2.560
H11 -2.644 -3.426 -0.202
C5 -2.319 -0.603 0.006
C6 -3.577 -0.897 0.585
C7 -3.748 -0.043 1.651
N4 -2.636 0.753 1.739
C8 -1.762 0.423 0.736
H12 -1.869 -1.086 -0.851
H13 -4.282 -1.651 0.259
H14 -4.564 0.065 2.354
H15 -2.485 1.473 2.434
H16 -0.820 0.943 0.630
C9 2.421 3.220 -1.053
C10 3.229 2.550 -0.103
C11 2.658 1.318 0.126
N5 1.531 1.223 -0.649
C12 1.382 2.376 -1.375
H17 2.580 4.210 -1.459
H18 4.131 2.926 0.363
H19 2.956 0.504 0.773
H20 0.908 0.427 -0.680
H21 0.550 2.497 -2.056
C13 -1.944 5.287 4.031
C14 -1.899 6.096 2.871
C15 -2.087 5.268 1.786
N6 -2.239 3.988 2.251
C16 -2.159 3.990 3.620
H22 -1.833 5.615 5.057
H23 -1.746 7.166 2.830
H24 -2.123 5.480 0.726
H25 -2.388 3.170 1.675
H26 -2.260 3.072 4.182
C17 3.491 1.892 5.748
C18 2.250 2.118 5.106
C19 2.447 1.936 3.756
N7 3.764 1.614 3.559
C20 4.408 1.579 4.769
H27 3.695 1.950 6.809
H28 1.313 2.384 5.579
H29 1.764 2.010 2.920
H30 4.194 1.429 2.662
H31 5.460 1.337 4.829
C21 -2.564 -6.954 3.335
C22 -2.519 -6.145 2.175
C23 -2.707 -6.972 1.090
N8 -2.859 -8.253 1.555
C24 -2.779 -8.250 2.924
H32 -2.453 -6.626 4.361
H33 -2.366 -5.074 2.135
H34 -2.744 -6.760 0.030
H35 -3.008 -9.071 0.979
H36 -2.880 -9.169 3.486
C25 6.335 0.313 -3.964
C26 7.133 0.931 -2.971
C27 6.355 1.064 -1.843
N9 5.114 0.552 -2.122
C28 5.095 0.086 -3.411
H37 6.634 0.059 -4.973
H38 8.164 1.245 -3.069
H39 6.577 1.479 -0.869
H40 4.336 0.521 -1.476
H41 4.202 -0.363 -3.823
C29 -6.064 7.911 -0.444
C30 -7.132 7.602 0.432
C31 -6.590 6.986 1.538
N10 -5.234 6.908 1.359
C32 -4.903 7.475 0.155
H42 -6.134 8.400 -1.407
H43 -8.182 7.807 0.273
H44 -7.053 6.596 2.435
H45 -4.579 6.498 2.012
H46 -3.873 7.518 -0.172

Results of the Löwdin charge analysis, in e, for atoms 1 through 6: -0.33, 0.56, 0.56, -0.27, -0.46, 0.03


Entry from the OMol25 dataset: a 3-piece molecular cluster, C32H46N4Si overall (ωB97M-V/def2-TZVPD).

## Properties
Net charge: 0
F_max, eV/Å: 1.9
Relative energy (zero: lowest compared OMol25 entry of this formula, charge and spin), kJ/mol: 37.9
Highest occupied orbital energy, eV: -8.80
SMILES string: C[Si](C)(CCCCCCCCc1cccc2nccnc12)c1ccccc1.CCCC#N.CCCC#N
2S+1: 1

Positions of all 83 atoms, in Å:
C1 -2.612 -1.500 2.226
Si1 -2.059 -0.007 1.215
C2 -0.194 0.248 1.555
C3 -2.231 -0.208 -0.659
C4 -3.239 -1.284 -1.162
C5 -4.591 -0.726 -1.664
C6 -4.506 0.010 -3.021
C7 -4.042 1.490 -2.919
C8 -2.592 1.580 -3.494
C9 -1.804 2.757 -2.881
C10 -0.480 3.004 -3.668
C11 0.629 2.191 -2.992
C12 1.126 1.091 -3.600
C13 2.182 0.348 -2.966
C14 2.655 0.763 -1.781
C15 2.141 1.897 -1.094
N1 2.695 2.222 0.110
C16 2.111 3.271 0.639
C17 1.066 4.017 0.039
N2 0.561 3.729 -1.136
C18 1.107 2.619 -1.709
C19 -2.905 1.608 1.716
C20 -4.271 1.777 1.499
C21 -4.965 2.929 1.804
C22 -4.269 3.976 2.388
C23 -2.922 3.834 2.646
C24 -2.242 2.680 2.309
H1 -1.942 -2.337 1.979
H2 -3.665 -1.762 2.069
H3 -2.418 -1.258 3.283
H4 0.119 1.201 1.098
H5 -0.041 0.330 2.642
H6 0.421 -0.567 1.132
H7 -1.235 -0.513 -1.024
H8 -2.410 0.789 -1.073
H9 -3.468 -2.024 -0.379
H10 -2.777 -1.866 -1.974
H11 -5.113 -0.077 -0.947
H12 -5.250 -1.598 -1.817
H13 -3.911 -0.545 -3.760
H14 -5.529 0.026 -3.437
H15 -3.948 1.812 -1.871
H16 -4.672 2.198 -3.468
H17 -2.621 1.652 -4.591
H18 -2.052 0.661 -3.219
H19 -2.419 3.666 -2.843
H20 -1.508 2.465 -1.867
H21 -0.573 2.726 -4.724
H22 -0.183 4.058 -3.600
H23 0.727 0.796 -4.569
H24 2.540 -0.531 -3.497
H25 3.474 0.206 -1.322
H26 2.473 3.603 1.617
H27 0.670 4.890 0.560
H28 -4.825 0.940 1.064
H29 -6.028 2.984 1.581
H30 -4.831 4.870 2.653
H31 -2.421 4.674 3.128
H32 -1.178 2.618 2.534
C25 1.079 -4.206 3.776
C26 1.864 -4.939 2.693
C27 2.542 -3.990 1.701
C28 1.580 -3.225 0.912
N3 0.823 -2.614 0.303
H33 0.252 -3.633 3.351
H34 0.656 -4.920 4.484
H35 1.722 -3.521 4.331
H36 1.198 -5.622 2.162
H37 2.634 -5.549 3.169
H38 3.167 -4.574 1.022
H39 3.207 -3.305 2.231
C29 5.259 -1.710 0.536
C30 6.376 -1.884 1.559
C31 7.594 -2.617 0.993
C32 7.284 -4.001 0.635
N4 7.040 -5.086 0.351
H40 4.863 -2.674 0.211
H41 4.435 -1.142 0.971
H42 5.613 -1.170 -0.344
H43 5.991 -2.417 2.431
H44 6.692 -0.898 1.904
H45 8.393 -2.618 1.738
H46 7.979 -2.088 0.119

Results of the Löwdin charge analysis, in e, for atoms 1 through 6: -0.17, 0.60, -0.17, -0.23, -0.23, -0.21